Density functional theory data (wB97M-V/def2-TZVPD) for 2 unconnected molecules or ions with the total composition C2H9N4.

Results
energy above the lowest of the compared OMol25 structures with the same formula, charge and spin: 84.1 kcal per mole
DFT total energy: -8171.18032 eV

The geometry in ORCA input format:
```
! RIJCOSX wB97M-V def2-TZVPD def2/J DEFGRID3
* xyz 1 1
H 3.62 -0.82 -0.24
H 1.59 1.13 0.54
C 2.64 -0.46 -0.33
H 2.97 0.56 1.42
H -2.97 0.18 -1.31
H -3.46 1.17 0.12
H -1.91 0.01 1.48
H -3.50 -0.57 0.29
N -0.57 -0.18 -0.09
N 1.74 -0.66 -1.29
C -3.01 0.24 -0.27
N 2.42 0.51 0.63
H 2.00 -1.30 -2.09
N -1.67 -0.05 0.30
H 0.68 -0.32 -1.12
*
```

Löwdin atomic charge list, values in e, 8 entries: 0.13 0.13 -0.14 0.09 0.06 0.11 0.21 0.10